A cluster of 6 separate species, C33H77BNO9P in total. Source: OMol25; level of theory: ωB97M-V with the def2-TZVPD basis set.

Last column: Löwdin charge in e.
Element x y z (Å)
H1 1.743 5.639 -2.237  0.08
O1 -7.207 -1.755 5.176  -0.17
H2 -5.255 -0.659 2.115  0.07
H3 1.079 -0.255 2.884  0.11
C1 0.153 1.473 6.298  -0.08
P1 0.184 3.845 -2.539  0.86
H4 -1.322 4.621 1.002  0.09
H5 -7.098 -3.682 4.613  0.12
O2 0.961 3.854 -0.961  -0.13
N1 5.476 3.687 -4.268  0.01
H6 2.425 -3.671 1.879  0.08
H7 4.362 -0.288 -1.253  0.08
H8 1.055 -7.794 -1.112  0.11
C2 0.015 3.804 -5.453  -0.12
H9 -3.573 0.422 -5.346  0.07
H10 3.518 -9.579 -0.695  0.08
H11 -3.460 -0.533 0.848  0.11
C3 -7.324 -0.821 6.233  -0.28
C4 -2.607 0.318 -4.838  -0.10
H12 3.952 3.213 -2.261  0.11
H13 1.730 0.129 6.835  0.12
H14 5.800 4.169 -5.100  0.11
C5 -0.817 3.840 -4.153  -0.46
H15 1.865 -10.143 -1.006  0.08
H16 -5.338 2.403 2.025  0.12
H17 -2.759 0.061 -3.785  0.05
H18 -6.325 0.379 3.052  0.07
O3 -3.964 1.477 0.882  -0.17
H19 0.719 2.967 -5.466  0.07
C6 2.044 1.628 3.203  -0.07
C7 2.575 -9.335 -1.187  -0.08
H20 -4.158 -0.926 -1.500  0.08
H21 -0.669 3.638 -6.297  0.07
H22 2.530 0.126 0.369  0.11
H23 3.272 -0.942 1.545  0.10
B1 0.096 3.658 0.077  -0.93
H24 8.292 2.809 -5.124  0.08
C8 3.290 -6.603 -2.129  -0.28
H25 0.249 2.075 7.202  0.08
H26 -4.615 0.782 -1.672  0.08
H27 -1.884 1.901 -6.084  0.10
H28 -7.321 0.164 5.764  0.11
H29 -6.292 -3.347 6.131  0.11
H30 8.060 4.194 -4.056  0.07
H31 -2.607 0.524 -0.261  0.11
H32 1.424 -7.066 -3.152  0.07
H33 3.880 -7.416 -2.566  0.11
H34 2.279 1.495 5.886  0.11
H35 -6.030 1.374 0.789  0.11
H36 -5.540 -0.279 -0.615  0.07
H37 -0.656 1.214 -4.989  0.08
H38 3.057 1.227 3.125  0.08
H39 1.742 2.032 2.236  0.06
H40 2.332 -3.780 -0.596  0.11
C9 -6.192 -0.891 7.245  -0.08
C10 3.151 -0.766 0.470  -0.28
H41 1.064 5.789 -3.829  0.08
H42 0.393 -0.189 -2.340  0.05
H43 1.846 -8.119 0.417  0.12
H44 3.169 4.951 -4.460  0.10
C11 -4.534 -0.050 -0.969  -0.08
H45 -8.383 -4.646 6.493  0.08
H46 -2.121 -0.532 -5.334  0.07
H47 5.161 -1.368 -0.114  0.07
H48 -4.574 0.426 3.321  0.08
H49 3.937 -3.088 -0.731  0.11
H50 2.535 3.382 -4.019  0.09
H51 0.503 4.755 -5.674  0.07
H52 -2.146 2.402 -3.089  0.09
C12 -7.190 -3.123 5.545  -0.28
H53 -1.367 4.795 -4.157  0.10
C13 -1.939 2.734 -4.117  -0.22
C14 3.857 4.272 -2.526  -0.17
O4 2.415 -1.824 -0.123  -0.16
H54 2.765 -9.294 -2.260  0.06
C15 1.448 5.057 -3.115  -0.24
C16 -5.226 1.438 1.530  -0.28
H55 3.959 -5.744 -2.049  0.11
H56 -6.319 -0.122 8.007  0.08
C17 4.495 -0.507 -0.191  -0.07
O5 -0.398 4.772 0.768  0.15
H57 6.019 4.627 -2.408  0.12
H58 -8.575 -3.053 7.224  0.06
O6 2.909 -6.927 -0.803  -0.17
H59 -8.296 -0.925 6.729  0.11
H60 3.641 4.887 -1.649  0.11
H61 -5.231 -0.741 6.751  0.08
H62 2.484 -5.956 -4.020  0.08
H63 0.050 0.926 3.666  0.11
O7 -0.346 2.384 0.448  0.14
H64 8.545 2.604 -3.376  0.08
C18 -1.695 1.544 -5.067  -0.28
C19 5.218 4.643 -3.162  -0.21
H65 1.566 -5.397 -2.610  0.07
H66 -0.155 2.135 5.487  0.06
C20 7.940 3.108 -4.131  -0.01
C21 1.075 0.540 3.630  -0.27
C22 1.465 0.769 5.993  -0.29
H67 -0.984 4.377 -1.905  0.09
C23 2.024 -8.023 -0.655  -0.28
C24 2.759 4.375 -3.622  -0.22
C25 -3.591 0.311 0.163  -0.28
C26 2.122 -6.237 -3.030  -0.08
C27 3.338 -3.621 1.283  -0.07
H68 4.043 -2.981 1.815  0.07
O8 1.411 -0.079 4.862  -0.16
C28 0.504 0.861 -2.471  0.12
C29 6.473 2.709 -3.920  -0.50
H69 -0.645 0.743 6.448  0.08
H70 -6.155 -1.857 7.750  0.07
C30 -5.352 0.331 2.562  -0.07
O9 6.169 1.637 -3.481  0.10
C31 0.489 2.061 -2.603  -0.16
C32 -8.440 -3.578 6.277  -0.08
H71 -1.270 2.475 0.720  0.09
H72 4.991 0.341 0.282  0.08
H73 2.071 2.454 3.915  0.07
H74 3.771 -4.621 1.222  0.07
H75 -9.327 -3.393 5.669  0.08
C33 3.033 -3.099 -0.110  -0.28
H76 5.178 5.655 -3.582  0.12
H77 -2.870 3.215 -4.455  0.11

Computed properties:
* molar mass: 673.8 g/mol
* SMILES: C#C[PH](CCCCNC(C)=O)(OB(O)O)[C@@H](C)CCC.CCOCC.CCOCC.CCOCC.CCOCC.CCOCC
* HOMO: -8.9 eV
* Kohn-Sham gap: 0.34901 Ha
* LUMO: 0.56 eV